55
Properties=species:S:1:pos:R:3 method="wB97M-V/def2-TZVPD" energy_ha=-1356.6497 orbital_gap_ev=8.12 total_charge=-2 relative_energy_ev=5.258 homo_energy_ev=-3.23
H -1.75371 1.24114 0.99886
H -2.08554 -0.28227 3.52986
H 3.26775 1.09310 1.84053
H -1.20510 2.37138 -3.46093
O 2.96808 1.57715 -2.89280
H -3.40260 0.12616 -0.38139
H 2.97042 -3.47693 0.28448
O -2.42451 0.89211 -2.01254
H 2.71374 -3.16748 -1.21321
H 0.21803 -0.25667 -2.64712
N -0.86857 -1.85698 -0.27202
O -1.98811 2.07560 2.75641
H -2.58077 2.09477 3.41021
O 0.79241 -0.60762 4.14672
H -2.89640 -1.14733 -1.75598
O -1.95107 -1.07832 3.97922
O 0.07037 0.10566 -3.67849
C 0.27443 0.76567 1.30002
H -0.74565 -2.02642 -3.74189
O 1.64407 0.05283 -1.33111
O -0.52654 -2.79983 -3.09746
H -1.08803 -1.47681 4.01049
H 2.47582 2.41556 -2.77858
H 2.10079 1.81909 2.49723
H -0.75121 -2.52507 -2.19335
O -1.25693 3.34111 -3.30133
H 0.72742 1.57792 0.69530
C -1.08153 0.30329 0.95173
O 2.80543 -3.96009 -0.45482
H 1.82992 0.43016 -0.59370
O -1.00445 4.16303 -0.77901
O -0.01699 -2.59981 2.57373
O 3.11536 1.85754 2.36316
H -1.11366 -1.98009 0.74976
C -1.18747 -0.43264 -0.47147
H -1.05642 2.28629 2.89223
H -0.28888 3.55454 -0.43586
O 0.27807 1.21104 2.60233
H 2.43931 0.77567 -2.22482
H 0.59582 0.18699 3.34371
O 1.95658 -2.29422 -2.18429
H 0.25117 -3.53464 2.87294
H 1.46878 -0.20545 4.72787
H 1.74711 -1.27868 -2.02193
H 1.04095 0.05952 1.27159
H 0.40363 -2.15592 3.28366
H 0.07036 -2.07128 -0.44179
H -1.87296 3.72330 -0.63701
H -0.40211 -0.13688 -1.22374
H 1.15575 -2.68036 -2.56318
H 0.81115 0.46872 -3.79152
H -1.07782 3.45859 -2.43646
H -1.35094 -0.47595 1.70712
H -1.60312 0.69951 -2.62701
C -2.61159 -0.21973 -1.14431



67
Properties=species:S:1:pos:R:3 method="wB97M-V/def2-TZVPD" energy_ha=-2155.3702 orbital_gap_ev=8.99 total_charge=-1 relative_energy_ev=3.867 homo_energy_ev=-7.37
O 0.15039 8.61098 1.07140
H -5.97648 -5.69318 0.29540
H 1.78022 0.98046 4.05703
O 1.32487 0.90955 -0.35212
B 0.29409 0.04873 -0.91223
O 1.74329 5.27177 4.28926
H 0.50731 8.41139 1.93684
O 1.86498 -7.56676 4.28425
O 0.67161 4.95872 -8.52087
C 0.14200 1.94574 -2.14016
H 0.44514 -9.98071 1.09359
O 1.33388 -8.69834 -3.37472
C 1.24729 2.09276 -0.98719
H -4.11114 6.84647 -3.93680
O 4.25546 8.33871 -3.37482
H 0.56609 0.26683 4.61248
H 1.91440 -7.83452 3.36658
C 0.37978 -2.18914 -0.57425
O 0.91886 -1.24558 -1.27469
H 3.34846 8.18314 -3.63822
H -5.07815 -0.96831 -1.30124
O -0.25948 0.65333 -2.08974
H -2.49207 -5.24522 5.84448
O -4.51978 7.57570 -4.40316
C -0.81697 -1.53147 0.27373
H 0.70757 -9.37506 -3.63169
O -5.68271 -5.74465 -0.61415
O 1.97681 3.09100 -0.88039
H 3.53141 -6.34820 -0.12171
O -3.03088 -1.00203 5.60716
H -3.39904 1.74136 -4.94121
O -1.72909 -2.08108 0.90593
H 5.08219 2.11974 2.77207
O -0.16569 2.86206 -2.95262
O 5.07951 2.15080 3.72877
H 1.57930 4.70272 -8.68462
H -3.55202 -1.46511 4.95125
O -2.87577 -6.06099 6.16624
H -4.77281 7.20751 -5.24972
H -2.75869 2.47503 3.16927
O -5.26609 -1.04384 -2.23676
H 0.73168 8.15676 0.46147
O -3.93905 2.10640 -5.64216
H 1.66334 4.36513 4.58564
H 5.65382 1.43237 3.99381
H 1.71939 -6.62129 4.25087
O 1.26425 -9.60454 0.77143
O -0.75163 -0.22036 0.08413
H 2.29908 5.22191 3.51155
H 4.56230 -7.37035 0.30769
O 4.47559 -6.50063 -0.08259
O 6.80559 4.24999 -1.28578
H -3.32872 -0.09397 5.55293
H 0.52644 4.75090 -7.59784
H -5.84800 -4.87137 -0.96952
H 1.08189 -8.46493 -2.48128
H 5.85569 4.25285 -1.16782
H -3.81836 -5.89472 6.17766
H -3.75604 3.61355 3.13833
O -3.55215 2.79806 3.59622
H 6.93060 4.35328 -2.22914
H -4.72631 2.42242 -5.19878
O 0.90380 1.13878 4.40783
O 0.59888 -3.35724 -0.46545
H 4.75537 7.65450 -3.81998
H 1.64085 -10.28831 0.21751
H -6.10637 -0.59947 -2.34936



67
Properties=species:S:1:pos:R:3 method="wB97M-V/def2-TZVPD" energy_ha=-2155.2486 orbital_gap_ev=8.38 total_charge=-1 relative_energy_ev=7.175 homo_energy_ev=-7.56
O -1.00270 -3.21466 -1.06476
C 0.12686 2.02059 0.13145
H 1.48771 1.28433 4.74388
O 0.14324 1.09190 -0.70553
H -2.58573 2.33953 -0.69618
H 0.77001 4.98069 -2.04582
H 3.84584 -3.93653 2.21833
O -0.77829 6.02543 -0.02015
B 0.21846 -0.22222 -0.01347
O 2.93992 -5.76318 -1.15320
O -3.34723 -0.70568 -1.59892
O -1.37330 -5.49475 0.23689
H -2.80230 3.34596 3.29961
H -2.98182 2.45858 0.81785
H -0.48220 5.50148 0.72995
H 0.28529 4.15858 2.29247
H 0.77596 -1.17681 2.64845
O -0.02594 5.36538 -2.52797
O 1.41317 -1.01116 -0.31512
H 2.27675 -6.41066 -1.50257
H 2.88651 -0.12711 -4.79476
H -0.90710 3.19722 -1.91589
H -2.00842 -4.88757 0.69510
H -2.42963 -3.48963 -2.83247
O 0.14491 5.04847 2.32905
H 0.12985 -4.86358 1.06615
O 3.63481 -3.18728 1.51496
H 1.13645 -4.75782 2.38007
H -3.03179 -2.85818 -4.09323
H -0.53843 5.70713 -0.82872
H -1.79593 1.87053 -2.32990
H 2.84947 -0.47310 -3.19056
H 2.61543 -3.09632 1.35569
O 0.54731 -1.88967 3.33711
O -0.00157 2.10389 2.47087
O -3.19797 1.98529 0.04710
C -0.33232 -2.16487 -0.81849
O 2.67576 -3.54466 -4.07814
C 0.24363 1.42139 1.44635
H 1.65976 2.44357 3.68150
H 2.50612 -3.34993 -3.12623
H 0.12084 2.70769 5.02869
O 2.47322 -0.75733 -4.09806
H -2.93111 -1.04398 -0.85702
O 1.80785 2.15574 4.64191
H 2.51954 -4.79872 -0.91012
H -0.33252 -0.01826 -3.05572
C 1.00750 -2.01148 -0.95071
H 0.22487 6.16051 -2.29575
O -2.44782 -3.46868 -3.80470
O 1.79562 -2.71036 -1.57323
O -1.30030 0.07437 -3.19030
H -1.17118 -4.87614 -0.48031
O -0.83762 -1.15496 -0.19134
O 1.10634 -4.75508 1.39303
H -1.87622 2.34711 3.45752
H 2.55677 -2.55694 -4.14220
H -2.63064 -0.35752 -2.09318
H 0.45957 -1.16448 3.97834
H -1.32956 -0.00494 -4.21285
O -0.78081 2.69000 5.35688
O -2.69810 2.49415 3.00394
O -0.22161 3.10390 0.02706
O 0.24550 0.22063 1.42616
H 0.99739 5.57864 2.38003
H -0.58147 3.58690 5.52100
O -1.86660 2.83462 -2.14980



57
Properties=species:S:1:pos:R:3 method="wB97M-V/def2-TZVPD" energy_ha=-1411.9769 orbital_gap_ev=9.29 total_charge=0 relative_energy_ev=7.513 homo_energy_ev=-9.41
N -1.20993 -1.17281 0.56125
H 2.68904 1.96009 0.78173
O 0.24809 -0.52426 -3.60316
H -0.69235 1.50973 0.85085
H -1.73080 -3.27422 0.97104
H 0.78606 -0.62732 3.82097
H 4.58185 -0.99031 -1.73234
O -1.83895 -2.31330 -4.12600
H -2.50267 -1.66080 -3.98573
O -0.10849 -0.57971 4.10489
H -3.35754 3.95528 -0.71156
O -2.08629 3.46471 2.05730
H -1.44239 0.31866 -0.90156
H 0.68063 -2.92549 2.77819
H 3.17430 0.76600 1.90311
H 2.63873 -2.58434 0.54929
O -1.73817 1.27269 3.48821
C 0.18151 1.06096 0.37698
C 2.38599 0.92110 1.07098
C -0.49949 -0.23208 -0.39218
O 2.60254 -2.69913 -1.72994
O -3.80870 3.16873 -1.00943
H 3.94659 0.47815 -2.07307
O 4.54209 -0.02306 -1.52006
H -2.17163 -3.08454 -3.70734
O 3.26063 -2.79727 1.28967
H -4.21463 2.86963 -0.17272
H 3.52348 -0.34550 -0.01420
H 0.59187 1.70140 -0.45209
H -4.27514 -0.11718 0.67490
H 2.07536 -2.31895 -0.96946
H -1.07107 0.53434 3.59757
N 0.98420 0.85978 1.57816
C -1.12161 -2.49024 0.32149
O -0.42118 -3.01566 -0.57004
O 0.77656 -2.18687 2.21841
H 0.01802 3.35646 0.27139
O -3.78126 0.53207 0.15068
H -3.21998 0.01532 -0.44216
H -0.92174 1.39129 -4.10189
H -1.57924 2.77611 2.34611
O 0.60494 4.06215 -0.23376
H -0.24708 -1.27919 4.69756
H -0.40808 2.74419 -3.52790
H -1.43540 -0.86371 1.46171
O -1.20336 2.31965 -4.02644
H -1.98608 1.67963 4.33734
H 0.68402 -0.07042 1.91103
H -2.84147 3.19862 1.56763
H 0.17207 -0.74537 -1.03335
H 1.47941 -2.31836 1.54247
O 2.56692 -0.21633 0.23718
H 0.25004 4.74640 0.29723
H 0.57164 -0.91380 -4.43921
H 3.69968 -2.13203 1.79865
H 2.07984 -3.47494 -1.86539
H -0.34412 -1.06647 -3.16082